[1]
The following is a DFT calculation (ωB97M-V/def2-TZVPD) of 13 unconnected molecules or ions with the total composition C22H70O16.

Last column: Löwdin charge in e.
Cartesian coordinates (Å):
C 7.916 -4.765 -20.707  -0.232
O 6.569 -4.671 -20.390  -0.262
H 8.494 -4.019 -20.161  0.059
H 8.270 -5.771 -20.485  0.065
H 8.059 -4.605 -21.776  0.039
H 6.039 -5.053 -21.093  0.022
C 9.419 -0.998 -21.372  -0.198
O 10.529 -0.487 -22.044  -0.132
H 9.772 -1.556 -20.505  0.068
H 8.870 -0.157 -20.949  0.057
H 8.839 -1.682 -21.991  0.068
H 11.173 -0.092 -21.452  0.065
C 8.487 -3.325 -17.276  -0.144
O 8.009 -2.494 -16.201  -0.142
H 9.444 -2.871 -17.531  0.068
H 8.784 -4.335 -16.995  0.075
H 7.746 -3.313 -18.076  0.050
H 7.163 -2.893 -15.985  0.013
C 4.792 -3.977 -14.610  -0.119
O 5.582 -3.787 -15.757  -0.148
H 4.646 -5.055 -14.544  0.084
H 5.155 -3.625 -13.645  0.084
H 3.906 -3.424 -14.921  0.067
H 5.464 -4.543 -16.337  0.046
C 3.671 -1.123 -24.096  -0.259
C 3.221 -1.124 -22.643  -0.211
O 1.979 -0.422 -22.309  -0.085
O 2.809 -2.151 -24.656  -0.134
H 4.700 -1.468 -24.196  0.081
H 3.576 -0.110 -24.487  0.113
H 4.003 -0.532 -22.169  0.094
H 3.214 -2.127 -22.216  0.114
H 1.305 -1.003 -22.668  0.091
H 2.948 -2.131 -25.606  0.067
C 2.862 1.992 -19.572  -0.250
C 1.852 0.993 -19.059  -0.202
O 2.096 -0.322 -19.574  -0.101
O 4.036 1.863 -18.842  -0.076
H 2.478 2.994 -19.385  0.119
H 3.162 1.812 -20.605  0.109
H 0.890 1.251 -19.500  0.113
H 1.736 0.978 -17.975  0.109
H 2.073 -0.250 -20.531  0.028
H 4.629 1.163 -19.125  0.032
C 2.268 -5.351 -19.110  -0.272
C 2.600 -3.972 -19.665  -0.236
O 2.078 -2.944 -18.846  -0.056
O 0.969 -5.796 -19.429  -0.062
H 2.481 -5.510 -18.053  0.115
H 3.008 -6.069 -19.465  0.087
H 2.372 -3.874 -20.726  0.113
H 3.688 -4.016 -19.629  0.091
H 2.082 -2.157 -19.396  0.028
H 0.767 -6.473 -18.778  0.074
C 3.158 -0.836 -16.260  -0.093
C 2.930 -0.670 -14.795  -0.319
O 2.308 0.576 -14.525  -0.082
H 3.865 -0.097 -16.634  0.075
H 2.279 -0.794 -16.903  0.076
H 3.613 -1.808 -16.449  0.060
H 3.873 -0.678 -14.249  0.088
H 2.224 -1.430 -14.459  0.113
H 2.611 1.157 -15.226  0.067
C 5.374 -1.670 -18.432  -0.065
C 6.197 -1.245 -19.637  -0.304
O 5.832 0.064 -19.883  -0.098
H 5.694 -1.129 -17.541  0.066
H 5.361 -2.738 -18.213  0.063
H 4.319 -1.432 -18.565  0.053
H 6.045 -1.856 -20.526  0.106
H 7.250 -1.340 -19.370  0.091
H 6.014 0.294 -20.797  0.030
C 5.105 -7.948 -18.448  -0.117
C 6.070 -7.005 -17.772  -0.332
O 5.587 -5.715 -17.921  -0.098
H 4.069 -7.906 -18.113  0.068
H 5.484 -8.969 -18.429  0.070
H 4.988 -7.689 -19.501  0.056
H 7.055 -7.040 -18.237  0.110
H 6.128 -7.409 -16.762  0.111
H 5.909 -5.421 -18.776  0.038
C 6.122 2.548 -22.148  -0.072
C 6.524 1.469 -23.141  -0.287
O 6.301 0.178 -22.582  -0.163
H 5.089 2.317 -21.888  0.064
H 6.225 3.516 -22.639  0.077
H 6.603 2.724 -21.186  0.067
H 7.595 1.585 -23.302  0.110
H 5.998 1.523 -24.094  0.107
H 6.863 -0.457 -23.032  0.067
C 9.625 2.390 -19.665  -0.068
C 9.553 1.331 -18.600  -0.332
O 10.586 0.419 -18.816  -0.077
H 10.350 3.167 -19.422  0.074
H 8.639 2.828 -19.819  0.066
H 9.950 1.962 -20.613  0.066
H 8.548 0.909 -18.594  0.106
H 9.675 1.670 -17.572  0.100
H 10.722 -0.116 -18.030  0.085
C 6.636 0.453 -14.587  -0.086
C 8.046 0.524 -14.093  -0.353
O 8.743 1.340 -14.965  -0.070
H 6.023 -0.204 -13.971  0.062
H 6.668 -0.087 -15.533  0.063
H 6.108 1.402 -14.686  0.085
H 8.428 -0.497 -14.073  0.109
H 8.105 0.957 -13.095  0.105
H 9.583 0.963 -15.236  0.077

Properties
HOMO (alpha / beta) ... 0.12 / -7.22 eV
Spin multiplicity ... 2
Net charge ... -1
<S²> ... 0.75
M ... 590.8 g mol⁻¹
Kohn-Sham gap (alpha / beta) ... 2.110 / 9.411 eV
DFT total energy ... -56703.328 eV
LUMO (alpha / beta) ... 2.229 / 2.192 eV

---

[2]
The following is a DFT calculation (ωB97M-V/def2-TZVPD) of a gas-phase ion, C6H8FIN (charge +1).

Last column: Löwdin charge in e.
Cartesian coordinates (Å):
N -1.277 1.917 1.114  0.182
C -0.302 1.202 0.238  -0.083
C -0.787 0.568 -0.840  -0.127
C -0.107 -0.282 -1.715  -0.114
C 0.965 -1.063 -1.480  -0.042
C 1.637 -1.350 -0.182  -0.120
C 1.131 -1.755 0.994  -0.770
F 1.952 -1.996 1.957  0.035
I -0.911 -2.048 1.485  0.967
H -2.079 2.278 0.658  0.145
H -0.920 2.711 1.744  0.212
H -1.772 1.426 1.869  0.155
H 0.634 1.073 0.633  0.096
H -1.806 0.512 -1.120  0.122
H -0.574 -0.288 -2.602  0.079
H 1.528 -1.573 -2.303  0.138
H 2.685 -1.331 -0.451  0.124

Properties
HOMO ... -12.39 eV
Net charge ... +1
M ... 240.0 g mol⁻¹
Kohn-Sham gap ... 8.323 eV
Relative energy (zero: lowest compared OMol25 entry of this formula, charge and spin) ... 1.757 eV
DFT total energy ... -18649.983 eV
LUMO ... -4.065 eV

---

[3]
The following is a DFT calculation (ωB97M-V/def2-TZVPD) of 2 unconnected molecules or ions with the total composition C5H13NO2.

Last column: Löwdin charge in e.
Cartesian coordinates (Å):
C 2.018 -1.347 0.411  -0.128
N 1.491 -0.088 -0.116  -0.084
C 0.178 0.312 0.327  -0.419
C -0.974 -0.689 0.205  -0.052
C -0.205 1.652 -0.326  -0.131
C -1.458 2.239 0.273  -0.275
O -1.639 2.353 1.459  0.057
H 2.591 -1.166 1.325  0.078
H 2.690 -1.785 -0.321  0.076
H 1.262 -2.084 0.676  0.052
H 1.577 -0.117 -1.123  0.104
H 0.316 0.629 1.370  0.144
H -1.017 -1.150 -0.784  0.068
H -0.854 -1.455 0.971  0.075
H -1.973 -0.259 0.281  0.077
H 0.618 2.357 -0.177  0.127
H -0.351 1.525 -1.407  0.117
H -2.249 2.528 -0.446  0.121
O 0.202 -2.963 -1.784  -0.064
H 1.112 -3.275 -1.774  0.034
H -0.086 -3.042 -0.863  0.021

Properties
HOMO ... -8.99 eV
M ... 119.2 g mol⁻¹
Kohn-Sham gap ... 9.697 eV
Relative energy (zero: lowest compared OMol25 entry of this formula, charge and spin) ... 1.823 eV
DFT total energy ... -10980.056 eV
LUMO ... 0.702 eV

---

[4]
The following is a DFT calculation (ωB97M-V/def2-TZVPD) of a single C4H9NO3Si molecule.

Last column: Löwdin charge in e.
Cartesian coordinates (Å):
O 0.644 -3.118 -0.727  0.120
C 0.276 -2.028 -1.072  -0.444
O 0.098 -1.736 -2.427  0.109
C -0.238 -0.879 -0.153  -0.415
Si -1.344 -1.398 1.335  0.791
N -0.631 0.370 -0.715  -0.006
C 0.610 1.130 -0.942  -0.129
C 1.583 0.797 0.238  -0.241
O 1.321 -0.523 0.533  -0.159
H -0.157 -0.879 -2.620  0.041
H -0.851 -0.189 2.091  -0.026
H -1.238 -2.725 1.682  -0.085
H -2.769 -0.941 0.859  -0.032
H -1.163 0.743 0.009  0.046
H 0.343 2.158 -0.978  0.106
H 1.008 0.839 -1.886  0.103
H 2.582 0.857 -0.064  0.095
H 1.511 1.491 1.126  0.127

Properties
HOMO ... -9.76 eV
M ... 147.2 g mol⁻¹
Kohn-Sham gap ... 10.435 eV
DFT total energy ... -19801.730 eV
LUMO ... 0.679 eV

---

[5]
The following is a DFT calculation (ωB97M-V/def2-TZVPD) of a single C5H10O2 molecule.

Last column: Löwdin charge in e.
Cartesian coordinates (Å):
O 2.718 -0.225 -0.742  -0.060
C 1.700 -0.496 0.203  -0.210
C 0.364 -0.526 -0.553  -0.304
C -0.968 -1.006 0.083  -0.107
C -1.722 0.305 0.415  -0.149
C -0.631 1.348 0.197  -0.206
O 0.111 0.842 -0.905  -0.120
H 2.412 0.552 -1.234  0.088
H 1.678 0.293 0.971  0.114
H 1.968 -1.433 0.697  0.127
H 0.567 -1.077 -1.476  0.149
H -0.848 -1.662 0.951  0.112
H -1.521 -1.573 -0.673  0.109
H -2.139 0.329 1.427  0.110
H -2.539 0.472 -0.294  0.109
H 0.005 1.403 1.095  0.112
H -0.973 2.355 -0.046  0.126

Properties
HOMO ... -9.80 eV
M ... 102.1 g mol⁻¹
Kohn-Sham gap ... 10.811 eV
Relative energy (zero: lowest compared OMol25 entry of this formula, charge and spin) ... 1.560 eV
DFT total energy ... -9441.483 eV
LUMO ... 1.009 eV

---

[6]
The following is a DFT calculation (ωB97M-V/def2-TZVPD) of 3 unconnected molecules or ions with the total composition C18H38B2I2N2O10S3.

Last column: Löwdin charge in e.
Cartesian coordinates (Å):
C 5.149 -0.741 -1.156  -0.187
C 4.108 -1.401 -2.288  -0.685
I 4.970 -3.424 -2.686  0.742
C 2.629 -1.637 -1.638  -0.288
C 1.418 -0.689 -2.284  -0.253
B 2.024 0.872 -2.157  -0.424
O 2.532 1.381 -0.832  0.011
N 2.122 1.853 -3.309  -0.168
C 3.546 2.205 -3.673  -0.098
C 1.311 3.118 -2.956  -0.083
C 1.311 -1.188 -3.868  -0.103
C 0.231 -0.345 -4.764  -0.353
N 0.029 -1.163 -6.057  -0.012
S -1.377 -0.351 -3.796  0.868
O -2.026 1.037 -3.593  -0.351
O -2.399 -1.150 -4.701  -0.357
O -1.147 -1.290 -2.418  -0.322
C -0.038 -0.880 -1.557  -0.642
I -0.037 -2.494 0.001  1.064
C -0.538 0.446 -0.677  -0.101
B -1.976 0.055 0.098  -0.525
O -2.011 -0.088 1.596  -0.099
O -3.271 -0.118 -0.592  0.047
H 6.052 -0.174 -1.660  0.091
H 5.638 -1.674 -0.594  0.050
H 4.595 -0.130 -0.327  0.073
H 4.152 -0.864 -3.319  0.054
H 2.375 -2.787 -1.835  0.056
H 2.764 -1.409 -0.473  0.112
H 3.502 1.660 -0.924  0.104
H 3.496 2.885 -4.643  0.110
H 4.191 1.266 -3.943  0.094
H 3.979 2.877 -2.818  0.097
H 1.268 3.884 -3.853  0.107
H 1.817 3.682 -2.035  0.105
H 0.205 2.875 -2.649  0.091
H 2.325 -1.174 -4.443  0.127
H 0.927 -2.316 -3.813  0.163
H 0.585 0.711 -5.119  0.149
H 0.998 -1.512 -6.301  0.086
H -0.155 -0.412 -6.786  0.096
H -0.800 1.376 -1.331  0.106
H 0.207 0.690 0.224  0.135
H -2.729 -0.732 1.867  0.026
H -3.336 0.535 -1.375  0.113
O -1.685 -1.962 4.256  -0.298
S -2.857 -2.531 3.625  0.704
O -3.585 -1.842 2.578  -0.301
C -2.455 -4.172 3.059  -0.233
C -2.765 -5.066 4.250  -0.223
C -4.092 -4.559 4.814  -0.219
C -4.001 -3.037 4.901  -0.218
H -1.408 -4.214 2.751  0.095
H -3.107 -4.403 2.212  0.117
H -2.824 -6.119 3.957  0.119
H -1.979 -4.969 5.008  0.122
H -4.907 -4.842 4.137  0.121
H -4.309 -4.999 5.792  0.117
H -4.971 -2.565 4.726  0.109
H -3.598 -2.714 5.865  0.109
O -1.193 1.493 2.106  -0.338
S -1.704 2.748 2.617  0.714
O -3.115 3.078 2.593  -0.313
C -1.089 2.975 4.274  -0.229
C 0.242 3.689 4.086  -0.228
C -0.006 4.750 3.014  -0.224
C -0.775 4.082 1.876  -0.224
H -0.991 2.009 4.772  0.112
H -1.802 3.607 4.812  0.108
H 0.596 4.132 5.021  0.115
H 1.002 2.981 3.736  0.120
H -0.607 5.564 3.439  0.118
H 0.931 5.188 2.654  0.113
H -1.464 4.780 1.393  0.104
H -0.098 3.652 1.133  0.101

Properties
HOMO ... -8.23 eV
M ... 814.1 g mol⁻¹
Kohn-Sham gap ... 7.965 eV
DFT total energy ... -92791.169 eV
LUMO ... -0.262 eV